Entry 1:
{"formula": "C34H59NO27", "method": "ωB97M-V/def2-TZVPD", "homo_energy_ev": -9.8, "e_above_lowest_kcal_mol": 36.75, "homo_lumo_gap_ev": 9.9, "total_energy_ev": -92982.054, "smiles": "CCOCCOCOC(=O)NOC(=O)c1ccccc1.COC(=O)OC.COC(=O)OC.COC(=O)OC.COC(=O)OC.COC(=O)OC.COC(=O)OC.COC(=O)OC", "charge": 0, "elements": ["C", "C", "O", "C", "C", "O", "C", "O", "C", "O", "N", "O", "C", "O", "C", "C", "C", "C", "C", "C", "H", "H", "H", "H", "H", "H", "H", "H", "H", "H", "H", "H", "H", "H", "H", "H", "H", "C", "O", "C", "O", "O", "C", "H", "H", "H", "H", "H", "H", "C", "O", "C", "O", "O", "C", "H", "H", "H", "H", "H", "H", "C", "O", "C", "O", "O", "C", "H", "H", "H", "H", "H", "H", "C", "O", "C", "O", "O", "C", "H", "H", "H", "H", "H", "H", "C", "O", "C", "O", "O", "C", "H", "H", "H", "H", "H", "H", "C", "O", "C", "O", "O", "C", "H", "H", "H", "H", "H", "H", "C", "O", "C", "O", "O", "C", "H", "H", "H", "H", "H", "H"], "positions_angstrom": [[-2.19985, -2.96573, 3.69327], [-2.62698, -3.79297, 2.42015], [-2.19041, -3.17869, 1.19143], [-3.30542, -2.61789, 0.46124], [-3.85384, -1.39861, 1.28737], [-4.57326, -0.43656, 0.46686], [-4.19157, 0.82693, 0.97950], [-5.04784, 1.90112, 0.54312], [-4.79355, 3.04538, 1.28868], [-5.59329, 3.92925, 1.25917], [-3.57922, 3.26501, 2.06729], [-2.48102, 3.38470, 1.20093], [-1.29940, 2.96984, 1.81845], [-0.89197, 3.53936, 2.79492], [-0.44399, 1.80057, 1.25757], [0.36726, 2.06064, 0.07458], [1.20255, 1.00622, -0.47173], [1.23317, -0.31146, 0.17258], [0.39672, -0.58310, 1.34322], [-0.44516, 0.48807, 1.87543], [-2.84457, -2.04437, 3.75374], [-1.12504, -2.66482, 3.69490], [-2.45490, -3.57123, 4.60220], [-2.22167, -4.84017, 2.45961], [-3.74792, -3.88666, 2.41474], [-2.92042, -2.25186, -0.52239], [-4.13610, -3.36547, 0.37575], [-2.94497, -0.86066, 1.69328], [-4.46541, -1.67636, 2.18724], [-4.27440, 0.78340, 2.10879], [-3.14014, 1.03942, 0.64307], [-3.43782, 2.56340, 2.79885], [0.35327, 3.06214, -0.41470], [1.85953, 1.12501, -1.36417], [1.88001, -1.13704, -0.18994], [0.42660, -1.59794, 1.80047], [-1.07548, 0.24793, 2.76176], [-0.32247, -5.37713, -0.08829], [-0.67051, -6.06796, -1.29127], [-1.71798, -6.89537, -1.16097], [-2.34866, -7.08308, -0.15312], [-1.93943, -7.47630, -2.34519], [-3.03594, -8.39236, -2.35956], [0.53425, -4.74020, -0.30697], [-1.14630, -4.74544, 0.24548], [-0.03649, -6.08377, 0.69254], [-3.96801, -7.88112, -2.11689], [-2.85842, -9.21730, -1.66905], [-3.11575, -8.79645, -3.36756], [5.71663, 1.63633, -3.71831], [6.21172, 2.92110, -3.34358], [5.67889, 3.40757, -2.21626], [4.85224, 2.86187, -1.53169], [6.22537, 4.60515, -1.98327], [5.74666, 5.24866, -0.80094], [6.21755, 1.34723, -4.64055], [5.94676, 0.89610, -2.95115], [4.64272, 1.67654, -3.90435], [5.97856, 4.65279, 0.08217], [4.67409, 5.43336, -0.86988], [6.25699, 6.20623, -0.71318], [-2.86066, -7.74362, -7.66049], [-4.17320, -7.93046, -8.19295], [-4.98107, -8.66127, -7.41798], [-4.69147, -9.14811, -6.35508], [-6.16728, -8.75714, -8.02908], [-7.13717, -9.51681, -7.30902], [-2.30020, -7.13974, -8.37173], [-2.90252, -7.21065, -6.70999], [-2.35304, -8.70147, -7.54227], [-7.34948, -9.05480, -6.34422], [-6.79993, -10.54548, -7.17691], [-8.05214, -9.52476, -7.89869], [-1.05900, 6.22971, 2.91691], [-0.60659, 7.53687, 3.28373], [-1.17534, 8.02313, 4.39054], [-2.00049, 7.46590, 5.06655], [-0.66597, 9.24188, 4.61797], [-1.18779, 9.88507, 5.77902], [-0.53306, 5.93907, 2.00960], [-0.82580, 5.51232, 3.69685], [-2.12991, 6.23828, 2.70843], [-0.95890, 9.30724, 6.67526], [-2.26357, 10.03741, 5.68425], [-0.70551, 10.85781, 5.86070], [10.10110, 5.74116, -1.20357], [10.59647, 7.02615, -0.82886], [10.06239, 7.51090, 0.29726], [9.23415, 6.96431, 0.97994], [10.60836, 8.70918, 0.53284], [10.12708, 9.34967, 1.71396], [10.59994, 5.44750, -2.12544], [10.33142, 5.00093, -0.43643], [9.02725, 5.78191, -1.39018], [10.35695, 8.75236, 2.59692], [9.05449, 9.53340, 1.64258], [10.63802, 10.30701, 1.80001], [-0.63845, -5.03079, -3.79862], [0.02746, -5.47354, -4.98637], [1.06445, -4.71556, -5.34972], [1.46060, -3.73291, -4.77618], [1.59009, -5.23880, -6.46600], [2.71632, -4.52489, -6.97243], [-1.45542, -5.71553, -3.60320], [0.03764, -5.04856, -2.95382], [-1.05158, -4.02965, -3.94181], [3.53021, -4.52412, -6.24641], [2.43766, -3.50459, -7.23869], [3.05382, -5.03807, -7.87133], [-4.06815, 1.56755, 8.48541], [-3.40534, 1.08152, 7.31825], [-2.38108, 1.84338, 6.91249], [-2.00218, 2.85556, 7.43768], [-1.85317, 1.27890, 5.81846], [-0.74064, 1.99094, 5.26800], [-4.87456, 0.87415, 8.71826], [-3.38208, 1.59973, 9.33241], [-4.49883, 2.55241, 8.30172], [0.07900, 2.04093, 5.98612], [-1.04100, 2.98872, 4.95741], [-0.39824, 1.44512, 4.39254]], "forces_ev_per_angstrom": [[-0.9251, -0.0993, -0.3242], [0.0405, -0.1401, 0.7491], [-1.2450, 0.0607, 0.0674], [-0.3404, 0.6986, 0.8195], [0.9274, 0.6297, -0.0252], [0.2031, 0.3136, 0.6392], [0.4412, -0.2446, 0.4191], [1.3692, -0.1850, 1.2209], [-0.9590, 0.6417, -0.9161], [0.1287, -0.4348, -0.0055], [-1.3943, 0.1391, 1.0258], [1.5094, -1.4786, -0.9383], [1.3581, -0.3124, 0.7597], [-0.7107, -0.6418, -0.6834], [0.2623, -0.8592, -1.6300], [0.2030, -1.7269, 0.4667], [-0.6898, -1.1117, 1.6846], [-1.5437, 1.3728, 1.1800], [0.2822, 2.1844, -1.3127], [1.0437, -0.2737, -1.1863], [0.8097, -0.7559, -0.0209], [-0.8352, -0.4006, -0.0387], [0.4618, 0.4875, -0.7260], [-0.1805, 0.9628, -0.0732], [0.9699, 0.0005, 0.0400], [-0.4184, -0.4422, 0.8076], [0.8329, 0.4193, -0.3686], [-0.6855, -0.7866, -0.4159], [0.2749, 0.0548, -0.9271], [0.2183, -0.0307, -1.0272], [-0.8114, -0.1151, 0.4113], [0.2508, 0.0480, -0.3985], [-0.0268, -0.9635, 0.5213], [-0.7495, 0.2900, 0.8788], [-0.5040, 0.8636, 0.0779], [-0.2035, 1.0600, -0.3327], [0.4938, 0.4119, -0.8075], [0.0891, 0.2300, 0.3997], [-0.3345, -0.5687, 0.5306], [0.1570, 0.0240, 0.0408], [0.0588, 0.0569, -0.1304], [0.0818, 0.0378, 0.1804], [-0.3368, -0.3364, -0.1468], [-0.0534, -0.1318, -0.2628], [0.1199, -0.1911, -0.0146], [-0.1179, -0.0068, -0.0508], [0.0978, -0.0442, 0.1397], [-0.0503, 0.1588, 0.0848], [0.1972, 0.1893, -0.0100], [-0.0691, -0.3291, -0.1644], [-0.0233, 0.1128, 0.1361], [0.1304, 0.1117, -0.0817], [0.0571, 0.0346, -0.1056], [-0.0079, -0.1662, -0.1094], [-0.0875, 0.2686, 0.3583], [0.0889, 0.2416, 0.0699], [-0.1454, 0.0855, 0.0265], [0.0437, -0.0263, 0.1562], [-0.1342, -0.0356, -0.0815], [0.0423, -0.1647, 0.0407], [0.1132, -0.1306, -0.2195], [0.3729, 0.1049, 0.0687], [-0.1763, -0.1099, 0.0714], [0.0033, 0.1156, -0.1997], [-0.0448, 0.0458, -0.0688], [0.1744, 0.0433, 0.0351], [-0.3084, -0.1828, 0.1158], [-0.2456, -0.0320, -0.0893], [-0.0069, -0.1608, 0.0072], [-0.1005, 0.0466, 0.1312], [0.1327, -0.1057, -0.0003], [0.0547, 0.1089, 0.1209], [0.1827, 0.1445, -0.1358], [-0.0999, -0.0622, -0.0099], [-0.0365, 0.2574, 0.0824], [0.0986, -0.0435, -0.1725], [0.1011, 0.1189, -0.0516], [-0.0013, -0.1015, -0.0658], [-0.0749, 0.2142, 0.2601], [0.1325, 0.2834, 0.0879], [-0.1247, 0.2457, 0.0524], [0.0336, -0.0569, 0.1676], [-0.1518, -0.0477, -0.0762], [0.0422, -0.1549, 0.0706], [0.0990, -0.1168, -0.2175], [-0.1086, -0.3683, -0.1789], [-0.0146, 0.1317, 0.1501], [0.1228, 0.0688, -0.1131], [0.0780, 0.0769, -0.0945], [-0.0306, -0.1627, -0.0867], [-0.0700, 0.2371, 0.2911], [0.0966, 0.2687, 0.0642], [-0.1501, 0.0925, 0.0362], [0.0430, -0.0476, 0.1453], [-0.1480, -0.0432, -0.0794], [0.0420, -0.1553, 0.0607], [0.0913, -0.1206, -0.2247], [-0.1986, 0.4482, -0.1112], [0.1609, 0.1209, -0.2552], [-0.1885, -0.1902, 0.0246], [0.0091, -0.1079, -0.1139], [-0.0732, 0.0247, 0.0990], [0.2732, 0.1116, -0.1864], [0.2041, -0.1056, -0.2912], [0.0767, 0.1678, -0.2880], [0.1882, 0.0243, -0.0300], [-0.1103, 0.1286, 0.0192], [0.0484, -0.0179, 0.1636], [-0.2074, -0.1336, 0.0931], [-0.2405, 0.0713, 0.3069], [0.1189, 0.0019, -0.1505], [-0.0335, -0.0600, -0.0122], [-0.0330, -0.1660, -0.0590], [-0.1653, -0.0990, 0.0586], [0.3194, 0.1837, 0.0434], [0.1260, -0.0940, -0.2212], [0.0060, 0.1422, -0.1029], [0.1717, 0.0041, 0.0494], [-0.1271, 0.0932, 0.0363], [0.0577, -0.0416, 0.2333], [-0.1663, -0.0957, 0.1430]]}

Entry 2:
{"formula": "CH5IN2", "method": "ωB97M-V/def2-TZVPD", "homo_energy_ev": [-7.5, -7.5], "e_above_lowest_kcal_mol": 70.67, "homo_lumo_gap_ev": [7.5, 7.5], "total_energy_ev": -12194.516, "charge": 0, "elements": ["C", "N", "N", "I", "H", "H", "H", "H", "H"], "positions_angstrom": [[0.34010, -0.33111, 0.79019], [0.49691, 0.83489, -0.06443], [-2.49042, -1.35354, -0.61062], [-0.73208, -2.14089, -0.36988], [1.30187, 0.58074, -0.66178], [1.12865, -0.96405, 1.02153], [-0.23518, -0.14382, 1.62570], [0.44330, 1.81561, 0.26930], [-2.79077, -1.15003, -1.56851]], "forces_ev_per_angstrom": [[-0.9545, 1.6808, -2.8725], [1.1943, -2.2678, 0.2696], [-1.0013, -0.1005, 0.7055], [-0.1865, 1.3927, 0.0701], [-0.7537, 1.2961, 0.2507], [2.0366, -0.5051, 0.2668], [-1.5454, 0.1966, 1.5317], [0.0636, -1.4797, -0.0311], [1.1470, -0.2133, -0.1908]]}

Entry 3:
{"formula": "C17H40N3NbO2S2", "method": "ωB97M-V/def2-TZVPD", "homo_energy_ev": -7.0, "homo_lumo_gap_ev": 1.8, "total_energy_ev": -50047.388, "charge": 0, "elements": ["C", "C", "N", "C", "C", "C", "S", "S", "C", "C", "C", "Nb", "N", "O", "H", "H", "H", "H", "H", "H", "H", "H", "H", "H", "H", "H", "H", "H", "H", "H", "H", "H", "H", "H", "H", "H", "C", "C", "C", "C", "C", "C", "N", "O", "C", "C", "C", "H", "H", "H", "H", "H", "H", "H", "H", "H", "H", "H", "H", "H", "H", "H", "H", "H", "H"], "positions_angstrom": [[6.22840, 4.61008, 1.10034], [6.00513, 3.12663, 1.75467], [4.86934, 2.32038, 1.18033], [4.94111, 2.14860, -0.31628], [5.11854, 0.50571, -0.57646], [3.51025, 2.74735, 1.67541], [2.64566, 1.59459, 2.64053], [2.63072, 4.36247, 1.33192], [1.96635, 4.45540, -0.41871], [0.81644, 3.29379, -0.75941], [-0.69897, 3.84943, -0.46650], [-1.56895, 3.05577, 1.53372], [-1.42366, 1.07950, 0.69346], [-3.55684, 3.32168, 0.84250], [6.65580, 5.36998, 1.91572], [7.10922, 4.51165, 0.30040], [5.31452, 5.04664, 0.51524], [6.96940, 2.43373, 1.73619], [5.75218, 3.30041, 2.90673], [5.86350, 2.64254, -0.83898], [3.93455, 2.45304, -0.83548], [6.26977, 0.27175, -0.36476], [4.41979, -0.13981, 0.10728], [4.94684, 0.35944, -1.72935], [1.46476, 5.52470, -0.57993], [2.85392, 4.34965, -1.17418], [1.06721, 2.26845, -0.20208], [0.92528, 3.08434, -1.92682], [-0.70778, 5.03626, -0.45449], [-1.42183, 3.46696, -1.31742], [-2.15886, 2.29959, 3.07088], [-1.67580, 4.74515, 2.23889], [0.11893, 2.94218, 2.18881], [-1.74498, 0.34174, 1.37089], [-2.04794, 1.04020, -0.16450], [-4.10307, 3.56126, 1.67037], [-1.84484, -4.90826, 0.77726], [-1.97482, -4.65475, -0.75377], [-1.08532, -3.44805, -1.18239], [-1.64503, -2.09665, -0.75714], [-3.09117, -1.93349, -1.21667], [-3.99942, -3.10442, -0.76087], [-3.42343, -4.44932, -1.10243], [-3.55590, -4.62938, -2.49356], [-4.24147, -2.99316, 0.77122], [-5.42572, -2.90109, -1.36554], [-1.37035, -5.94930, -1.39398], [-1.40998, -4.05296, 1.30656], [-2.80650, -5.14775, 1.24142], [-1.20491, -5.76941, 1.00770], [-0.96600, -3.44547, -2.27568], [-0.07525, -3.56501, -0.77016], [-1.57667, -1.98162, 0.32932], [-1.03217, -1.29595, -1.18524], [-3.47993, -0.98022, -0.83399], [-3.10315, -1.84643, -2.30919], [-4.81662, -3.85051, 1.14068], [-4.82364, -2.09575, 1.01083], [-3.32896, -2.91595, 1.35632], [-5.42178, -2.83814, -2.45812], [-5.87473, -1.96676, -1.00656], [-6.09657, -3.71767, -1.07296], [-1.95865, -6.83379, -1.12318], [-0.34544, -6.11281, -1.04164], [-1.31052, -5.89718, -2.48720]], "forces_ev_per_angstrom": [[1.8461, -0.0241, -0.7034], [-0.1215, 0.5777, 1.5648], [-0.7961, 2.0848, -0.2648], [-0.4899, -2.1159, -0.6979], [1.0235, 1.1409, -0.5237], [-0.7499, -2.8867, 0.4440], [2.1300, 2.7263, -1.9471], [0.2632, -0.2711, -0.1949], [-0.5013, -0.8489, -1.5996], [0.4843, 0.3813, -0.5551], [1.3039, 0.3202, -1.4675], [-2.2025, -0.1653, -3.5779], [-1.4488, -0.1177, 0.3748], [0.8126, 0.3533, 3.1193], [-1.2324, -1.6482, -1.7795], [-1.8640, 0.3072, 1.6050], [1.5889, -0.9316, 1.5238], [-1.9393, 1.6778, -0.1861], [0.5100, -0.5648, -2.4582], [-1.8670, -0.5265, 1.2024], [2.0086, -0.3061, 1.0120], [-2.6234, 0.2388, -0.3103], [1.3429, 1.3872, -1.4560], [0.1904, -0.1228, 2.2408], [1.2863, -2.2721, 0.7324], [-1.6902, 0.3054, 1.3762], [-0.5878, 2.3397, -1.1063], [-0.2329, 0.3620, 2.3067], [-0.0913, -2.4257, -0.0140], [1.2078, 0.7457, 1.7398], [0.2708, -0.3720, 0.4634], [0.1986, -0.1335, 0.3499], [-0.5277, 0.2711, 0.4283], [0.5659, 0.7301, -1.0732], [0.8840, -0.0477, 1.3757], [0.9961, -0.3314, -2.0302], [-0.1607, 0.1207, 0.5255], [1.3636, -2.2428, 1.5668], [-0.3737, 0.7582, -0.5197], [-0.2162, -0.2712, 0.2004], [1.0170, -0.0564, -0.3855], [-2.6250, 0.8320, 1.7659], [1.8430, 2.1744, -8.0736], [-0.0936, -0.0427, 6.1560], [0.1668, -0.1825, 0.1992], [0.3171, -0.4125, -0.5575], [-0.5728, 0.3021, -0.7218], [-0.2114, -0.1063, -0.1076], [0.1354, 0.1295, -0.1224], [-0.0596, 0.2676, -0.3691], [-0.2267, -0.2505, 0.1382], [-0.3256, -0.3710, 0.1037], [0.0266, 0.0565, -0.1193], [-0.0411, -0.0079, 0.1100], [-0.2704, -0.4428, 0.1145], [-0.1791, -0.2838, 0.0229], [0.1179, 0.1209, -0.1098], [0.1202, -0.1579, -0.3659], [0.0315, -0.0750, -0.0506], [0.1501, -0.1601, 0.1862], [0.4095, -0.2205, 0.1309], [0.1963, 0.0890, -0.0313], [0.0338, 0.2089, -0.0100], [-0.3084, 0.3136, 0.1797], [-0.2122, 0.0734, 0.2306]]}